No. 1
Here is one molecule with the formula C6H8S2 from the Open Molecules 2025 dataset. Energies are from wB97M-V/def2-TZVPD.

ORCA input file:
```
! wB97M-V def2-TZVPD RIJCOSX def2/J DEFGRID3
* xyz 0 1
C -1.758 2.001 0.310
C -0.704 1.441 -0.233
C -0.268 -0.039 0.078
C -0.046 -0.871 -1.205
S 0.880 -2.393 -0.869
C 1.866 -1.266 0.410
C 0.744 -0.507 1.013
S -0.960 -1.149 1.232
H -2.335 1.726 1.420
H -2.537 2.794 -0.309
H -0.181 1.915 -1.068
H -1.205 -0.918 -1.730
H 0.591 -0.206 -1.842
H 2.316 -1.998 1.034
H 2.707 -0.716 -0.075
H 0.891 0.185 1.831
*
```

The value obtained for the LUMO energy is 0.75 eV. The HOMO-LUMO gap is 0.3357 Eh. Its calculated total energy is -28018.418 eV. The HOMO energy is -0.308 Eh. As for the SMILES: C=C[C@@]12CSC[C@@H]1S2.


No. 2
Here is C6H8S2 as an isolated structure from the Open Molecules 2025 dataset. Energies are from wB97M-V/def2-TZVPD.

ORCA input file:
```
! wB97M-V def2-TZVPD RIJCOSX def2/J DEFGRID3
* xyz 0 1
C 0.191 -1.067 -0.354
C -0.707 -0.686 0.905
C -0.230 0.575 1.422
C 0.139 1.233 0.076
C 0.602 2.404 -0.317
C -0.365 0.175 -0.946
H 2.551 -1.968 0.464
H -0.129 -2.030 -0.885
H -0.763 -1.669 1.454
H 0.696 0.489 1.993
H -1.089 1.093 1.988
H 0.905 2.594 -1.374
H 1.014 3.028 0.389
H -0.288 0.431 -2.026
S 2.014 -0.733 -0.119
S -2.056 -0.378 -0.301
*
```

The value obtained for the LUMO energy is 0.64 eV. The HOMO-LUMO gap is 0.3490 Eh. Its calculated total energy is -28019.516 eV. The HOMO energy is -0.325 Eh.


No. 3
Here is one molecule with the formula C6H9B from the Open Molecules 2025 dataset. Energies are from wB97M-V/def2-TZVPD.

ORCA input file:
```
! wB97M-V def2-TZVPD RIJCOSX def2/J DEFGRID3
* xyz 0 1
C -1.287 0.095 -1.051
B -0.419 -1.113 -0.737
C 1.004 -1.495 -0.952
C 0.582 -1.191 0.433
C 0.605 0.284 0.692
C -0.510 0.938 1.378
C -0.378 1.056 -0.105
H -1.212 0.265 -2.122
H -2.367 -0.009 -0.596
H 1.046 -2.639 -0.905
H 1.919 -1.047 -1.515
H 0.842 -1.580 1.384
H 1.553 0.699 0.789
H -0.403 1.878 1.858
H -1.363 0.486 1.677
H -0.167 2.027 -0.342
*
```

The value obtained for the LUMO energy is 0.52 eV. The HOMO-LUMO gap is 0.3499 Eh. Its calculated total energy is -7040.265 eV. The HOMO energy is -0.331 Eh. As for the SMILES: C1B2C[C@H]2[C@@H]2C[C@H]12.


No. 4
Here is one molecule with the formula C6H9B from the Open Molecules 2025 dataset. Energies are from wB97M-V/def2-TZVPD.

ORCA input file:
```
! wB97M-V def2-TZVPD RIJCOSX def2/J DEFGRID3
* xyz 0 3
B -0.009 0.094 -0.167
C 2.623 0.140 -0.233
C -1.572 2.186 -0.009
C -1.100 -2.324 -0.014
C 1.426 0.583 0.187
C -1.284 0.915 -0.284
C -0.023 -1.550 -0.024
H 3.541 0.424 0.126
H 2.638 -0.625 -0.973
H -2.589 2.684 -0.239
H -0.938 2.932 0.460
H -0.869 -3.350 0.237
H -2.109 -1.885 0.111
H 1.699 1.470 0.763
H -2.075 0.277 -0.712
H 0.948 -2.016 -0.044
*
```

Its expectation value of S² is 2.01. The value obtained for the LUMO energy (alpha / beta) is 0.65 / -3.21 eV. The HOMO-LUMO gap (alpha / beta) is 0.2519 / 0.2316 Eh. Its calculated total energy is -7037.740 eV. The HOMO energy (alpha / beta) is -0.228 / -0.349 Eh.


No. 5
Here is C6H9B3CsNO4P as an isolated structure from the Open Molecules 2025 dataset. Energies are from wB97M-V/def2-TZVPD.

ORCA input file:
```
! wB97M-V def2-TZVPD RIJCOSX def2/J DEFGRID3
* xyz 1 1
N -2.195 3.465 -0.833
P -2.589 2.024 -0.384
B -1.593 0.670 -1.382
O -1.119 0.867 -2.682
B 0.139 0.249 -2.811
O 0.601 -0.048 -4.041
O 0.871 -0.093 -1.702
B 0.173 -0.501 -0.578
C 0.828 -0.823 0.762
C 0.394 -1.906 1.533
C 1.005 -2.190 2.736
C 2.041 -1.379 3.189
C 2.468 -0.285 2.452
C 1.870 -0.017 1.237
O -1.228 -0.501 -0.794
H -2.955 4.085 -1.076
H -2.205 1.623 0.908
H -3.931 1.591 -0.415
H 1.355 -0.646 -3.917
H -0.426 -2.530 1.190
H 0.673 -3.035 3.327
H 2.522 -1.604 4.139
H 3.267 0.348 2.817
H 2.215 0.832 0.654
Cs -2.181 -0.197 -4.328
*
```

The value obtained for the LUMO energy is -3.51 eV. The HOMO-LUMO gap is 0.3011 Eh. Its calculated total energy is -27914.587 eV. The HOMO energy is -0.430 Eh.


No. 6
Here is C6H9BF6N4O5S2V as an isolated structure from the Open Molecules 2025 dataset. Energies are from wB97M-V/def2-TZVPD.

ORCA input file:
```
! wB97M-V def2-TZVPD RIJCOSX def2/J DEFGRID3
* xyz 1 3
O 0.682 -26.647 -5.251
V 1.496 -26.146 -6.484
B -2.709 -26.401 -4.044
F -3.088 -26.411 -5.418
F -1.675 -27.256 -4.011
F -2.391 -25.030 -3.920
F -3.765 -26.714 -3.259
N 0.333 -24.834 -7.544
S -0.650 -23.757 -7.245
O -2.019 -24.001 -7.660
O -0.151 -22.412 -7.079
F -0.696 -24.174 -5.724
S 0.188 -24.479 -9.255
O 0.186 -23.169 -9.739
O -0.573 -25.445 -9.992
F 1.750 -24.908 -9.545
C 3.179 -22.725 -11.366
C 4.137 -21.605 -11.223
N 4.932 -20.759 -11.072
H 3.573 -23.519 -12.001
H 2.295 -22.393 -11.910
H 2.979 -23.010 -10.334
C -3.898 -24.530 -10.125
C -3.891 -25.500 -9.092
N -3.844 -26.216 -8.212
H -4.853 -24.183 -10.520
H -3.434 -25.046 -10.965
H -3.267 -23.686 -9.846
C 1.904 -21.701 -4.558
C 2.067 -23.121 -4.918
N 2.227 -24.236 -5.147
H 2.285 -21.497 -3.557
H 0.903 -21.361 -4.824
H 2.550 -21.215 -5.289
*
```

Its expectation value of S² is 2.05. The value obtained for the LUMO energy (alpha / beta) is -8.31 / -9.69 eV. The HOMO-LUMO gap (alpha / beta) is 0.1978 / 0.1473 Eh. Its calculated total energy is -86892.799 eV. The HOMO energy (alpha / beta) is -0.503 / -0.503 Eh.


No. 7
Here is C6H9BeBr2Cl5FKMgNO8S as an isolated structure from the Open Molecules 2025 dataset. Energies are from wB97M-V/def2-TZVPD.

ORCA input file:
```
! wB97M-V def2-TZVPD RIJCOSX def2/J DEFGRID3
* xyz -1 1
F -1.485 -0.283 0.667
C -1.297 -0.083 -0.753
C -1.206 -1.399 -1.678
C 0.291 -1.787 -1.194
C 0.916 -0.331 -1.495
N -0.029 0.567 -1.192
H -2.171 0.568 -1.066
H -2.009 -2.180 -1.573
H -1.001 -0.964 -2.710
H 0.679 -2.670 -1.776
H 0.405 -1.835 -0.059
H 1.958 -0.098 -1.885
H 0.041 1.646 -1.243
Cl 1.275 2.843 -1.068
O 0.585 2.941 -4.670
S -0.760 3.510 -4.471
O -1.097 4.404 -5.591
O -0.782 4.282 -3.212
O -1.748 2.417 -4.400
Mg 2.699 0.040 0.462
Be 1.526 -0.208 -3.939
Br -2.140 -1.928 1.875
O 4.647 0.349 -4.265
H 5.488 0.832 -4.212
H 4.017 1.007 -4.611
Br 6.652 -0.972 -3.772
C -1.009 -0.924 5.518
Cl -0.369 0.272 4.373
Cl -0.132 -2.456 5.326
Cl -0.796 -0.326 7.177
Cl -2.734 -1.185 5.199
K 2.474 0.493 -6.011
C -3.202 -1.681 9.044
O -2.778 -2.754 8.626
O -3.819 -0.835 8.359
O -3.089 -1.270 10.220
*
```

The value obtained for the LUMO energy is -3.46 eV. The HOMO-LUMO gap is 0.0578 Eh. Its calculated total energy is -262643.401 eV. The HOMO energy is -0.185 Eh.


No. 8
Here is C6H9BeF2NO10S2 as an isolated structure from the Open Molecules 2025 dataset. Energies are from wB97M-V/def2-TZVPD.

ORCA input file:
```
! wB97M-V def2-TZVPD RIJCOSX def2/J DEFGRID3
* xyz -2 1
Be -0.308 -0.465 -0.094
N 3.301 0.642 -3.377
S 3.977 1.890 -4.030
O 4.747 1.784 -5.274
O 4.594 2.737 -3.045
F 2.568 2.569 -4.516
S 4.321 -0.511 -4.096
O 5.705 -0.400 -3.500
O 4.047 -1.010 -5.454
F 3.817 -1.784 -3.233
C -6.204 2.101 -3.653
C -5.047 1.621 -2.757
O -5.144 0.609 -2.040
O -4.007 2.209 -2.904
H -6.796 2.922 -3.251
H -6.933 1.296 -3.750
H -5.875 2.349 -4.663
C 0.911 3.973 5.736
C 0.687 3.107 4.553
O 1.371 3.339 3.537
O -0.139 2.223 4.555
H 1.794 4.608 5.659
H 0.987 3.288 6.581
H 0.112 4.662 6.007
C -0.311 -6.815 3.610
C -0.364 -5.572 2.739
O -1.473 -5.151 2.384
O 0.716 -4.995 2.419
H 0.573 -6.680 4.233
H -0.484 -7.851 3.319
H -1.140 -6.695 4.307
*
```

The value obtained for the LUMO energy is -2.27 eV. The HOMO-LUMO gap is 0.0682 Eh. Its calculated total energy is -55831.254 eV. The HOMO energy is -0.152 Eh.